(1)
A molecular structure, C19H14O2PPdS4Sb in a non-equilibrium geometry. Source: the Open Molecules 2025 dataset; level of theory: ωB97M-V with the def2-TZVPD basis set.

For the maximum force, the calculation gives 0.020 Eh/bohr. Its LUMO energy (alpha / beta) is 0.141 / 0.141 hartree. Its charge is -2. The value obtained for the total energy is -3185.2754 Eh.

Each line ends with the Löwdin charge.
Cartesian coordinates (Å):
Pd 1.190 -2.115 1.804  -0.01
O -2.638 -0.722 4.007  -0.04
C -1.815 -0.738 3.082  -0.68
O -1.074 -1.678 2.716  -0.14
C -1.755 0.559 2.229  -0.12
C -2.540 1.625 2.679  -0.04
C -2.646 2.810 1.980  -0.10
C -1.966 2.955 0.777  -0.11
C -1.179 1.915 0.323  -0.10
C -1.043 0.718 1.038  -0.28
P 0.082 -0.556 0.300  1.03
C 1.391 0.499 -0.420  -0.35
C 2.506 0.714 0.385  -0.12
C 3.561 1.495 -0.065  -0.10
C 3.518 2.062 -1.327  -0.10
C 2.417 1.839 -2.146  -0.10
C 1.364 1.059 -1.696  -0.12
C -0.882 -1.047 -1.178  -0.34
C -2.267 -0.908 -1.210  -0.08
C -3.003 -1.362 -2.297  -0.10
C -2.363 -1.963 -3.369  -0.12
C -0.981 -2.112 -3.342  -0.09
C -0.246 -1.667 -2.256  -0.15
H -3.072 1.452 3.605  0.10
H -3.264 3.615 2.364  0.09
H -2.040 3.869 0.199  0.09
H -0.642 2.039 -0.607  0.09
H 2.575 0.222 1.350  0.06
H 4.434 1.605 0.564  0.09
H 4.355 2.649 -1.686  0.09
H 2.383 2.261 -3.144  0.09
H 0.519 0.885 -2.351  0.10
H -2.781 -0.441 -0.379  0.11
H -4.081 -1.246 -2.296  0.09
H -2.934 -2.320 -4.218  0.09
H -0.466 -2.591 -4.167  0.10
H 0.825 -1.812 -2.232  0.05
S 1.986 -3.250 5.215  -0.21
Sb 3.531 -3.362 1.346  0.18
S 2.232 -1.819 3.883  -0.19
S 1.739 -3.382 -0.207  -0.20
S 5.068 -1.756 0.749  -0.45

***

(2)
A molecular structure, C19H15BrClCuNO4S. Source: the Open Molecules 2025 dataset; level of theory: ωB97M-V with the def2-TZVPD basis set.

For the maximum force, the calculation gives 0.004 Eh/bohr. Its LUMO energy (alpha / beta) is 0.167 / 0.167 hartree. Its multiplicity is 2. For the energy relative to the best compared isomer or geometry (same formula, charge and spin), the calculation gives 0.0 kJ/mol. As for the expectation value of S²: 0.75. Its charge is -2. The value obtained for the total energy is -6161.7259 Eh.

Each line ends with the Löwdin charge.
Cartesian coordinates (Å):
Cu -1.822 -2.454 -0.467  0.20
Br 0.531 -2.500 -2.742  0.79
C 1.696 -1.836 -1.406  -0.60
C 2.986 -1.603 -1.800  -0.17
C 3.924 -1.071 -0.892  -0.12
C 3.533 -0.787 0.381  -0.08
C 2.200 -1.016 0.806  -0.19
C 1.829 -0.675 2.127  -0.08
C 0.544 -0.867 2.539  -0.09
C -0.412 -1.406 1.655  -0.10
C -0.129 -1.764 0.352  -0.13
C 1.220 -1.561 -0.085  -0.21
H 3.276 -1.824 -2.818  0.08
H 4.942 -0.888 -1.216  0.09
H 4.234 -0.370 1.097  0.10
H 2.580 -0.256 2.790  0.09
H 0.249 -0.602 3.549  0.09
H -1.420 -1.553 2.029  0.09
C 2.022 3.190 0.710  -0.06
C 0.847 2.573 -0.002  -0.29
C -0.461 2.861 0.370  -0.05
C -1.536 2.239 -0.252  -0.07
C -1.308 1.303 -1.251  -0.25
C -0.008 1.045 -1.666  -0.06
C 1.056 1.675 -1.045  -0.04
S -2.655 0.315 -1.895  0.53
O -3.772 1.238 -2.010  -0.35
O -2.149 -0.274 -3.112  -0.36
N -2.915 -0.801 -0.818  -0.26
C -3.669 -0.382 0.363  -0.21
C -3.983 -1.566 1.293  -0.71
O -4.795 -1.345 2.207  -0.06
O -3.362 -2.641 1.060  -0.11
H 1.699 3.753 1.586  0.07
H 2.576 3.869 0.056  0.07
H 2.715 2.412 1.041  0.07
H -0.642 3.566 1.175  0.10
H -2.553 2.467 0.038  0.11
H 0.147 0.322 -2.455  0.07
H 2.071 1.426 -1.342  0.11
H -4.602 0.110 0.090  0.10
H -3.099 0.328 0.981  0.10
Cl -1.582 -4.654 -1.022  -0.20

***

(3)
A single C19H15ClN2O4 molecule. Source: the Open Molecules 2025 dataset; level of theory: ωB97M-V with the def2-TZVPD basis set.

For the maximum force, the calculation gives 0.019 Eh/bohr. Its LUMO energy is 0.007 hartree. For the energy relative to the best compared isomer or geometry (same formula, charge and spin), the calculation gives 165.9 kJ/mol. The value obtained for the total energy is -1603.7353 Eh.

Each line ends with the Löwdin charge.
Cartesian coordinates (Å):
C 0.761 1.606 5.241  -0.04
H 1.220 0.946 5.980  0.10
H -0.230 1.913 5.565  0.09
H 1.406 2.476 5.099  0.10
O 0.577 0.921 4.011  -0.05
C 1.699 0.496 3.405  -0.45
O 2.793 0.662 3.886  0.11
C 1.401 -0.171 2.119  -0.05
C 0.155 -0.010 1.583  0.06
N -0.191 -0.568 0.406  0.05
C 0.665 -1.362 -0.367  -0.33
O 0.236 -1.823 -1.417  0.06
C 1.987 -1.552 0.185  -0.07
C 2.890 -2.343 -0.537  -0.01
C 4.159 -2.561 -0.060  -0.07
C 4.544 -1.989 1.153  -0.06
C 3.672 -1.209 1.876  0.00
C 2.371 -0.967 1.411  -0.09
H 3.983 -0.768 2.808  0.10
H 5.542 -2.161 1.530  0.11
H 4.855 -3.170 -0.616  0.10
H 2.554 -2.770 -1.470  0.12
N -1.447 -0.434 -0.163  0.15
C -2.415 0.475 0.111  -0.45
O -2.394 1.256 1.034  0.08
C -3.559 0.367 -0.893  -0.05
C -3.058 0.732 -2.263  -0.24
C -2.893 2.069 -2.607  -0.02
C -2.392 2.426 -3.845  -0.09
C -2.046 1.434 -4.750  -0.67
C -2.199 0.096 -4.425  -0.09
C -2.702 -0.248 -3.183  -0.04
H -2.829 -1.293 -2.942  0.12
H -1.926 -0.669 -5.135  0.11
Cl -1.420 1.872 -6.299  0.67
H -2.269 3.464 -4.108  0.11
H -3.160 2.837 -1.897  0.12
H -4.341 1.055 -0.570  0.13
H -3.950 -0.651 -0.882  0.13
H -1.447 -0.970 -1.038  0.13
H -0.602 0.588 2.066  0.13

***

(4)
A molecular structure, C19H15CuN3O2 in a non-equilibrium geometry. Source: the Open Molecules 2025 dataset; level of theory: ωB97M-V with the def2-TZVPD basis set.

For the maximum force, the calculation gives 0.035 Eh/bohr. Its LUMO energy (alpha / beta) is -0.010 / -0.009 hartree. Its multiplicity is 2. For the energy relative to the best compared isomer or geometry (same formula, charge and spin), the calculation gives 0.0 kJ/mol. As for the expectation value of S²: 0.75. The value obtained for the total energy is -2688.2570 Eh.

Each line ends with the Löwdin charge.
Cartesian coordinates (Å):
Cu -0.494 0.227 0.519  0.59
O 0.951 1.272 4.173  0.09
C 0.715 0.864 3.044  -0.41
N -0.487 0.844 2.349  0.04
C -1.689 0.814 3.031  -0.42
O -1.837 0.821 4.244  0.09
C -2.834 0.708 2.062  -0.14
C -4.168 0.668 2.478  0.02
C -5.181 0.525 1.558  -0.04
C -4.853 0.539 0.223  -0.05
C -3.528 0.520 -0.106  -0.11
N -2.521 0.611 0.753  0.06
C 1.847 0.295 2.243  -0.18
C 3.142 0.223 2.745  0.02
C 4.179 -0.288 1.936  -0.03
C 3.851 -0.729 0.663  -0.04
C 2.517 -0.662 0.260  -0.09
N 1.557 -0.075 0.994  0.07
H -4.370 0.745 3.521  0.12
H -6.244 0.483 1.823  0.12
H -5.602 0.559 -0.520  0.10
H -3.257 0.404 -1.160  0.11
H 3.324 0.502 3.774  0.12
H 5.185 -0.370 2.305  0.11
H 4.631 -1.062 -0.012  0.11
H 2.262 -1.051 -0.721  0.11
C -0.770 -0.466 -1.312  -0.19
C 0.334 -0.540 -2.293  -0.32
C 0.348 -1.483 -3.331  -0.05
C 1.301 -1.443 -4.329  -0.10
C 2.340 -0.524 -4.288  -0.10
C 2.305 0.468 -3.303  -0.10
C 1.327 0.456 -2.342  -0.10
H -1.188 -1.470 -1.033  0.08
H -1.524 0.204 -1.670  0.02
H -0.510 -2.103 -3.475  0.10
H 1.271 -2.172 -5.121  0.10
H 3.197 -0.597 -4.968  0.10
H 3.156 1.152 -3.191  0.11
H 1.317 1.132 -1.525  0.09

***

(5)
2 unconnected molecules or ions with the total composition C19H15F4N2 in a non-equilibrium geometry. Source: the Open Molecules 2025 dataset; level of theory: ωB97M-V with the def2-TZVPD basis set.

For the maximum force, the calculation gives 0.037 Eh/bohr. Its LUMO energy is -0.205 hartree. For the energy relative to the best compared isomer or geometry (same formula, charge and spin), the calculation gives 18.1 kJ/mol. Its charge is +1. The value obtained for the total energy is -1241.7097 Eh.

Each line ends with the Löwdin charge.
Cartesian coordinates (Å):
F -0.803 0.378 -5.096  0.06
C 0.199 0.516 -4.163  -0.21
C 1.502 0.711 -4.627  0.11
C 2.495 0.897 -3.659  -0.21
F 3.781 1.126 -4.081  0.06
C 2.233 0.872 -2.296  0.07
C 0.900 0.683 -1.850  -0.19
C 0.604 0.741 -0.458  0.00
C -0.685 0.940 0.040  -0.05
C -0.983 1.042 1.398  0.06
C -2.311 1.098 1.917  -0.19
C -2.519 1.368 3.295  0.06
C -3.802 1.368 3.802  -0.21
F -3.988 1.628 5.141  0.06
C -4.937 1.117 3.024  0.11
C -4.713 0.862 1.669  -0.20
F -5.813 0.621 0.868  0.06
C -3.448 0.845 1.090  0.07
C -0.126 0.476 -2.813  0.07
H 1.724 0.780 -5.690  0.15
H 3.024 1.055 -1.567  0.13
H 1.446 0.799 0.239  0.12
H -1.486 1.078 -0.690  0.10
H -0.161 1.094 2.108  0.14
H -1.662 1.580 3.923  0.14
H -5.939 1.121 3.447  0.15
H -3.339 0.636 0.024  0.13
H -1.166 0.312 -2.510  0.13
C 4.043 -1.066 0.588  0.00
C 2.730 -1.722 0.544  -0.37
N 1.514 -1.225 0.348  0.07
C 0.620 -2.278 0.449  -0.10
C 1.323 -3.430 0.736  -0.07
N 2.647 -3.058 0.790  0.10
H 3.926 0.013 0.402  0.08
H 4.482 -1.235 1.576  0.10
H 4.684 -1.510 -0.179  0.10
H -0.445 -2.149 0.341  0.10
H 0.989 -4.450 0.899  0.12
H 3.460 -3.639 1.022  0.18

***

(6)
A molecular structure, C19H15N2O6SSn. Source: the Open Molecules 2025 dataset; level of theory: ωB97M-V with the def2-TZVPD basis set.

For the maximum force, the calculation gives 0.012 Eh/bohr. Its LUMO energy is 0.082 hartree. For the energy relative to the best compared isomer or geometry (same formula, charge and spin), the calculation gives 129.5 kJ/mol. Its charge is -1. The value obtained for the total energy is -1906.6264 Eh.

Each line ends with the Löwdin charge.
Cartesian coordinates (Å):
Sn 0.238 -0.955 -0.113  1.54
O 1.479 -3.931 -3.259  0.00
C 1.290 -2.896 -2.620  -0.66
O 0.249 -2.480 -2.044  -0.21
C 2.494 -1.932 -2.530  -0.17
C 3.699 -2.282 -3.201  0.01
C 4.761 -1.441 -3.137  -0.01
C 4.656 -0.232 -2.401  -0.16
C 5.713 0.704 -2.289  -0.05
C 5.552 1.849 -1.564  -0.09
C 4.323 2.109 -0.914  -0.08
C 3.290 1.222 -1.009  -0.01
C 3.432 0.030 -1.760  -0.21
N 2.370 -0.828 -1.842  0.08
H 3.714 -3.219 -3.738  0.11
H 5.695 -1.677 -3.637  0.11
H 6.652 0.494 -2.789  0.11
H 6.363 2.562 -1.483  0.10
H 4.203 3.018 -0.338  0.10
H 2.344 1.412 -0.517  0.10
C -6.574 0.458 1.194  -0.06
C -5.161 0.122 1.590  -0.27
C -4.391 -0.752 0.831  -0.03
C -3.078 -1.034 1.179  -0.06
C -2.519 -0.434 2.296  -0.28
C -3.285 0.421 3.082  -0.06
C -4.593 0.694 2.725  -0.04
S -0.826 -0.732 2.757  0.49
O -0.500 -2.057 2.213  -0.45
O -0.825 -0.582 4.191  -0.32
N 0.102 0.246 1.952  -0.35
C -0.357 1.615 1.727  -0.21
C -1.135 1.756 0.404  -0.66
O -1.879 2.706 0.256  0.04
O -0.883 0.846 -0.496  -0.24
H -6.915 -0.169 0.371  0.07
H -6.646 1.500 0.873  0.08
H -7.262 0.324 2.032  0.08
H -4.818 -1.219 -0.049  0.11
H -2.517 -1.751 0.593  0.10
H -2.846 0.861 3.967  0.11
H -5.183 1.369 3.336  0.11
H 0.524 2.255 1.625  0.11
H -0.953 2.031 2.540  0.11

***

(7)
A single C19H15N3O5S2 molecule. Source: the Open Molecules 2025 dataset; level of theory: ωB97M-V with the def2-TZVPD basis set.

For the maximum force, the calculation gives 0.019 Eh/bohr. Its LUMO energy is -0.020 hartree. For the energy relative to the best compared isomer or geometry (same formula, charge and spin), the calculation gives 208.5 kJ/mol. The value obtained for the total energy is -2069.8710 Eh.

Each line ends with the Löwdin charge.
Cartesian coordinates (Å):
O 6.704 1.711 0.672  0.11
C 5.562 2.044 0.472  -0.49
O 5.201 3.336 0.401  0.10
H 5.980 3.899 0.534  0.13
C 4.434 1.107 0.282  -0.13
C 3.133 1.560 0.074  0.00
C 2.110 0.652 -0.103  -0.02
C 2.364 -0.722 -0.074  -0.19
C 3.671 -1.169 0.144  -0.01
C 4.694 -0.264 0.317  0.00
H 5.709 -0.591 0.483  0.12
H 3.855 -2.231 0.168  0.11
C 1.266 -1.650 -0.261  -0.10
N 1.462 -2.901 -0.123  0.07
N 0.510 -3.837 -0.256  0.05
C -0.871 -3.810 -0.271  -0.42
O -1.466 -4.790 -0.665  0.09
C -1.552 -2.610 0.277  -0.17
C -2.652 -2.085 -0.396  0.01
C -3.314 -0.978 0.096  -0.01
C -2.891 -0.389 1.286  -0.31
C -1.828 -0.950 1.993  -0.01
C -1.168 -2.055 1.496  -0.04
H -0.348 -2.483 2.052  0.13
H -1.524 -0.515 2.934  0.12
N -3.528 0.751 1.752  -0.06
S -4.214 1.876 0.716  0.60
O -5.402 1.355 0.124  -0.27
O -4.274 3.083 1.476  -0.28
C -2.999 2.026 -0.567  -0.62
C -3.197 1.890 -1.905  -0.13
C -2.009 2.080 -2.644  -0.16
C -0.942 2.353 -1.847  -0.38
S -1.366 2.391 -0.179  1.04
H 0.072 2.540 -2.142  0.07
H -1.955 2.015 -3.715  0.11
H -4.158 1.664 -2.327  0.12
H -3.164 1.161 2.598  0.12
H -4.169 -0.571 -0.416  0.10
H -2.974 -2.550 -1.315  0.13
H 0.903 -4.758 -0.427  0.16
H 0.300 -1.206 -0.510  0.13
H 1.099 1.000 -0.254  0.06
H 2.935 2.620 0.055  0.12

***

(8)
A molecular structure, C19H15N4O4S2 in a non-equilibrium geometry. Source: the Open Molecules 2025 dataset; level of theory: ωB97M-V with the def2-TZVPD basis set.

For the maximum force, the calculation gives 0.070 Eh/bohr. Its LUMO energy is 0.089 hartree. Its charge is -1. The value obtained for the total energy is -2049.3046 Eh.

Each line ends with the Löwdin charge.
Cartesian coordinates (Å):
C 2.103 -3.269 1.174  -0.08
C 2.636 -2.440 0.188  -0.06
C 2.707 -1.064 0.393  -0.07
C 2.191 -0.525 1.562  -0.27
S 2.014 1.293 1.669  0.73
C 0.319 1.804 1.310  -0.37
C -0.255 2.787 2.015  0.06
S -0.587 1.095 -0.033  0.72
C -1.871 0.129 0.800  -0.24
C -1.795 -1.246 0.634  -0.05
C -2.595 -2.055 1.426  -0.08
C -3.646 -1.482 2.143  -0.10
C -3.835 -0.095 2.139  -0.09
C -2.933 0.736 1.469  -0.06
O -1.446 2.071 -0.695  -0.32
O 0.245 -0.002 -0.491  -0.40
O 2.305 1.700 3.033  -0.33
O 2.767 1.776 0.534  -0.30
C 1.855 -1.354 2.631  -0.06
C 1.718 -2.723 2.404  -0.09
H 2.012 -4.342 0.998  0.10
H 2.991 -2.833 -0.761  0.11
H 3.136 -0.413 -0.365  0.12
H -1.240 3.183 1.752  0.08
H 0.301 3.168 2.863  0.07
H -1.096 -1.682 -0.074  0.12
H -2.356 -3.111 1.427  0.10
H -4.340 -2.127 2.686  0.09
H -4.672 0.369 2.653  0.09
H -3.031 1.823 1.449  0.10
H 1.679 -0.913 3.612  0.11
H 1.309 -3.351 3.191  0.10
C 0.487 0.601 -5.159  -0.13
N -0.539 -0.232 -5.069  0.01
C -1.157 -0.410 -3.884  -0.23
N -0.809 0.152 -2.699  0.10
C 0.171 1.042 -2.743  -0.34
C 0.883 1.332 -4.013  -0.25
N 1.603 2.466 -3.812  0.03
C 1.377 2.828 -2.495  -0.18
N 0.628 1.927 -1.820  -0.01
H 1.003 0.730 -6.121  0.09
H -2.022 -1.074 -3.871  0.08
H 1.782 3.732 -2.047  0.10